Entry 1:
Entry from OMol25: C8H28B2O30 as an isolated structure in a non-equilibrium geometry (ωB97M-V with the def2-TZVPD basis set).

Element x y z (Å)
O1 2.404235 1.100132 -1.299074
C1 2.055235 1.879132 -2.142074
O2 2.818235 2.780132 -2.544074
B1 2.113235 3.611132 -3.518074
O3 1.032235 2.665132 -3.919074
C2 0.994235 1.781132 -3.064074
O4 0.182235 0.828132 -3.163074
O5 2.920235 4.041132 -4.643074
C3 3.090235 5.274132 -4.476074
O6 3.782235 5.922132 -5.209074
C4 2.341235 5.731132 -3.388074
O7 1.603235 4.817132 -2.889074
O8 2.459235 6.878132 -2.885074
O9 -3.814765 -3.017868 0.145926
C5 -3.046765 -2.107868 -0.131074
O10 -2.655765 -1.223868 0.628926
B2 -1.593765 -0.478868 -0.129074
O11 -1.317765 -1.385868 -1.284074
C6 -2.338765 -2.093868 -1.395074
O12 -2.358765 -2.984868 -2.200074
O13 -0.449765 -0.271868 0.730926
C7 -0.324765 0.978132 0.922926
O14 0.828235 1.327132 1.189926
C8 -1.306765 1.697132 0.167926
O15 -2.020765 0.909132 -0.522074
O16 -1.293765 2.896132 -0.169074
O17 2.540235 -0.910868 1.395926
H1 1.832235 -0.325868 1.561926
H2 2.257235 -1.650868 1.919926
O18 3.266235 2.244132 1.007926
H3 3.790235 2.144132 0.232926
H4 2.407235 1.813132 0.932926
O19 -0.251765 -3.834868 0.536926
H5 -1.120765 -4.153868 0.415926
H6 -0.366765 -3.154868 1.206926
O20 1.513235 -1.436868 -1.254074
H7 1.840235 -1.633868 -0.376074
H8 1.710235 -0.475868 -1.274074
O21 -3.714765 -4.959868 1.839926
H9 -3.901765 -4.258868 1.226926
H10 -4.495765 -5.009868 2.333926
O22 -1.879765 -5.579868 -0.893074
H11 -1.556765 -6.024868 -1.658074
H12 -2.838765 -5.467868 -0.952074
O23 2.342235 4.357132 2.663926
H13 1.396235 4.507132 2.539926
H14 2.570235 3.502132 2.267926
O24 -2.106765 -0.437868 3.445926
H15 -2.735765 -0.644868 4.143926
H16 -2.005765 -1.096868 2.732926
O25 -0.260765 4.662132 2.050926
H17 -0.940765 4.426132 1.397926
H18 -0.754765 4.969132 2.796926
O26 0.752235 -0.524868 3.539926
H19 1.068235 -1.449868 3.619926
H20 -0.135765 -0.613868 3.547926
O27 0.437235 -4.172868 -2.187074
H21 0.814235 -5.066868 -2.071074
H22 -0.430765 -4.232868 -1.841074
O28 0.017235 2.710132 3.945926
H23 0.532235 2.215132 3.350926
H24 -0.868765 2.688132 3.581926
O29 -0.084765 -1.650868 -3.851074
H25 -0.962765 -1.918868 -3.752074
H26 -0.080765 -0.726868 -3.636074
O30 -1.751765 -3.128868 2.771926
H27 -2.386765 -3.638868 2.326926
H28 -1.555765 -3.605868 3.591926

Atomic forces in eV per Å
O -0.7 -0.5 0.8
C 2.2 -2.8 2.8
O 2.9 4.1 -1.0
B -0.8 -1.6 -0.3
O 0.5 4.4 -3.0
C -6.5 -6.6 -0.8
O 1.8 2.6 1.3
O -0.8 -4.2 0.3
C 3.1 1.9 -4.0
O 0.6 1.2 -0.3
C -0.7 7.5 5.3
O -0.9 -1.5 0.3
O -0.5 -2.9 -1.7
O -0.4 0.3 0.1
C -3.6 -3.8 -0.6
O 1.2 3.4 2.3
B 0.6 -0.2 -0.8
O 1.8 4.9 1.6
C 1.2 -3.7 -2.1
O -1.9 -0.7 -1.3
O -2.2 -2.9 0.0
C 6.7 -0.2 0.5
O -2.5 1.5 1.1
C -1.0 6.8 -3.2
O -1.4 -3.7 -0.1
O 0.3 -1.6 2.2
O 1.6 -1.2 -0.3
H -1.3 1.7 0.1
H 0.2 -0.7 0.2
O 0.1 0.7 1.7
H 0.0 -0.4 -0.9
H 0.5 -0.1 -0.6
O 1.4 0.8 0.5
H -1.4 -1.0 -0.5
H 0.2 0.0 0.1
O 0.1 0.6 -0.1
H 0.2 -0.3 0.3
H -0.2 -0.7 -0.3
O 1.7 -1.0 0.0
H -0.1 1.0 -1.1
H -1.7 -0.3 1.3
O -0.6 0.2 1.3
H 0.0 -0.4 -1.0
H 0.3 0.0 -0.3
O 0.5 0.2 0.5
H 0.3 -0.4 -0.3
H 0.0 0.3 -0.2
O 0.6 1.1 -0.2
H 0.1 -0.6 -0.7
H -0.9 -0.2 0.9
O -0.8 0.2 -1.0
H 0.6 -0.2 -0.2
H -0.3 0.3 0.8
O 5.0 -0.8 0.3
H -0.1 1.0 0.0
H -5.0 -0.1 0.2
O 1.9 -1.1 -1.1
H -0.2 0.8 0.1
H -1.3 0.2 0.7
O -1.3 0.8 1.9
H 1.3 -1.0 -1.3
H 0.0 -0.1 -0.1
O 1.8 -0.5 -1.3
H -2.0 -0.9 0.4
H 0.2 0.6 0.3
O 1.6 1.4 1.7
H -1.6 -1.5 -0.9
H -0.1 0.1 -0.4

LUMO level in eV: 3.48
Energy above the lowest of the compared OMol25 structures with the same formula, charge and spin in kcal/mol: 157.5
Highest occupied orbital energy in eV: -4.2562
Largest force on an atom in Eh/bohr: 0.1812
Total charge: -2

=====

Entry 2:
Entry from OMol25: a 6-piece molecular cluster, C8H28N6O6 overall in a non-equilibrium geometry (ωB97M-V with the def2-TZVPD basis set).

Element x y z (Å)
N1 -0.776437 2.280167 4.395708
C1 -0.363437 1.194167 3.807708
N2 -0.209437 1.341167 2.506708
O1 -0.020437 0.095167 4.529708
H1 -0.976437 2.349167 5.465708
H2 -1.213437 3.075167 3.975708
H3 -0.026437 0.498167 1.923708
H4 -0.628437 2.058167 2.013708
N3 -0.022437 -1.520833 -0.576292
C2 0.756563 -1.188833 0.398708
N4 0.189563 -1.050833 1.523708
O2 2.010563 -0.646833 0.257708
H5 0.333563 -1.339833 -1.520292
H6 -0.963437 -2.029833 -0.461292
H7 0.785563 -1.081833 2.369708
H8 -0.838437 -1.383833 1.505708
N5 -2.511437 -1.785833 1.659708
C3 -2.474437 -2.794833 0.825708
N6 -2.591437 -2.421833 -0.390292
O3 -2.380437 -4.123833 1.096708
H9 -2.291437 -2.089833 2.642708
H10 -2.814437 -0.788833 1.478708
H11 -2.646437 -3.166833 -1.133292
H12 -2.934437 -1.476833 -0.682292
C4 0.239563 -0.878833 -4.849292
C5 -1.076437 -1.289833 -4.155292
O4 -0.803437 -2.389833 -3.266292
H13 0.509563 -1.782833 -5.387292
H14 1.191563 -0.680833 -4.291292
H15 0.119563 0.118167 -5.377292
H16 -1.740437 -1.714833 -4.888292
H17 -1.511437 -0.559833 -3.496292
H18 -1.545437 -2.972833 -3.222292
C6 2.899563 2.443167 0.526708
C7 3.171563 2.124167 2.024708
O5 2.194563 2.669167 2.961708
H19 3.580563 1.952167 -0.119292
H20 3.103563 3.517167 0.308708
H21 1.900563 2.260167 0.227708
H22 4.259563 2.411167 2.326708
H23 3.109563 1.007167 2.083708
H24 1.341563 2.308167 2.851708
C8 0.568563 1.466167 -2.098292
O6 -0.656437 1.144167 -1.369292
H25 0.790563 2.505167 -2.104292
H26 0.394563 1.227167 -3.183292
H27 1.367563 0.888167 -1.610292
H28 -0.801437 0.228167 -1.507292

Atomic forces in eV per Å
N -2.1 2.9 5.6
C 1.8 -5.6 3.9
N 0.8 -2.5 -1.7
O -1.6 4.5 -3.8
H 0.9 -1.0 -2.8
H 0.2 0.0 -0.9
H 0.0 0.8 0.6
H -0.9 1.9 -0.8
N -1.9 -1.7 -3.6
C 8.7 4.5 -2.5
N -3.2 -1.8 5.1
O -5.0 -2.9 -0.1
H -0.2 -0.8 0.7
H 2.5 1.1 -0.6
H -0.8 -0.1 -0.5
H 2.7 0.7 1.1
N 0.0 1.7 4.7
C -1.0 -8.4 2.5
N -1.6 0.7 -7.3
O 0.1 6.7 -0.6
H -0.7 0.9 -1.2
H 0.5 -2.0 0.2
H -0.1 1.2 1.5
H 0.5 -1.4 0.5
C 0.3 0.9 0.4
C 1.4 -0.7 0.9
O 1.2 0.1 0.3
H 0.0 0.4 -1.1
H -1.3 -0.3 0.6
H -0.1 -1.6 -0.2
H -0.5 0.7 -0.6
H -0.5 1.0 -0.4
H -0.6 -0.5 -0.2
C 0.9 2.4 1.5
C 0.0 -1.2 -0.1
O 3.3 1.4 -0.3
H 0.6 -1.0 -0.5
H -0.3 -0.4 0.4
H -1.0 -0.5 -0.1
H -2.2 -0.1 -0.3
H 0.2 0.8 0.1
H -1.0 -1.0 -0.7
C -1.0 -1.8 -0.6
O 0.5 2.3 -0.3
H -0.1 0.9 0.6
H 0.5 -0.1 0.9
H 0.1 0.2 -0.6
H -0.1 -1.2 0.0

Structure (SMILES): NC(N)=O.NC(N)=O.NC(N)=O.CCO.CCO.CO
LUMO level in eV: -0.43
Energy above the lowest of the compared OMol25 structures with the same formula, charge and spin in kcal/mol: 121.1
Highest occupied orbital energy in eV: -9.0366
Largest force on an atom in Eh/bohr: 0.1973
Total charge: 0

=====

Entry 3:
Entry from OMol25: a 6-piece molecular cluster, C8H29NO6 overall in a non-equilibrium geometry (ωB97M-V with the def2-TZVPD basis set).

Element x y z (Å)
C1 1.546264 -0.036628 0.238731
O1 1.966799 -0.288648 1.564970
C2 1.873233 -1.712774 2.013315
C3 2.209244 -1.980746 3.408078
C4 3.710113 -1.587805 3.772885
N1 1.962751 -3.367156 3.828545
H1 1.989022 -0.811196 -0.387466
H2 1.985296 0.887450 -0.137357
H3 0.458515 -0.028458 0.169200
H4 0.873808 -2.075638 1.773339
H5 2.643682 -2.220714 1.433235
H6 1.455127 -1.358746 3.890287
H7 3.948502 -1.857571 4.801717
H8 3.664777 -0.503502 3.874472
H9 4.512072 -1.886237 3.097667
H10 1.446017 -3.910273 3.151715
H11 2.848059 -3.853032 3.811990
C5 -3.099556 -2.246811 -2.087467
C6 -2.062488 -1.291622 -1.496585
O2 -0.779932 -1.873065 -1.569145
H12 -4.082538 -1.834626 -1.859528
H13 -3.070326 -3.247334 -1.655958
H14 -3.029040 -2.447616 -3.156483
H15 -2.359169 -0.842398 -0.548808
H16 -2.059247 -0.462266 -2.203881
H17 -0.520177 -2.057663 -2.474708
C7 -3.087486 1.806876 -4.042885
C8 -1.698109 2.379377 -3.582554
O3 -2.066886 3.495915 -2.685469
H18 -3.722315 1.355774 -3.280255
H19 -2.840032 1.030683 -4.767030
H20 -3.597769 2.621856 -4.556217
H21 -1.185094 2.847831 -4.422472
H22 -1.191941 1.616551 -2.990954
H23 -1.434227 3.565100 -1.966749
O4 -1.077401 2.157127 1.331610
H24 -0.922856 2.520356 0.459589
H25 -1.292898 1.237913 1.173958
O5 0.253694 3.204056 -0.972079
H26 0.649001 3.903820 -0.452181
H27 0.986002 2.820752 -1.454816
O6 1.614208 2.334126 3.222414
H28 1.789513 1.434090 2.947751
H29 0.793786 2.562869 2.785579

Atomic forces in eV per Å
C 0.6 -1.0 0.2
O 0.1 -0.7 1.8
C 0.7 1.0 -3.5
C 1.1 0.6 1.7
C -2.1 1.1 0.7
N 0.4 -0.3 -0.5
H -0.4 -0.3 -0.4
H -0.2 0.3 0.5
H 0.0 0.0 -0.3
H -0.1 -0.1 -0.1
H -0.2 -0.4 -0.7
H 0.5 0.3 1.1
H -0.1 -0.6 -0.1
H 0.5 0.2 -0.5
H -0.4 -0.2 -0.2
H -0.6 0.2 -0.2
H 0.3 0.0 0.3
C -0.7 -0.3 0.9
C -0.5 -0.2 -2.9
O 0.8 -0.1 1.5
H -0.2 -0.1 -0.3
H 0.1 0.1 0.5
H 0.3 0.6 -0.1
H 0.6 -0.7 0.4
H -0.1 0.6 0.1
H -0.4 0.1 -0.1
C 1.7 0.3 -0.6
C -3.0 1.1 1.6
O 0.1 -0.8 -0.7
H 0.3 0.3 0.3
H -0.3 -0.1 -0.3
H -0.2 -0.2 0.1
H 0.4 -0.7 0.0
H 0.6 0.1 -0.4
H 0.3 -0.1 -0.1
O -0.1 0.1 0.5
H 0.2 0.1 -0.4
H -0.1 -0.2 0.1
O -0.2 0.0 -0.1
H 0.1 0.3 0.2
H 0.1 -0.2 -0.2
O 0.3 0.4 0.3
H 0.0 -0.4 -0.3
H -0.4 -0.1 -0.2

Structure (SMILES): COC[C@H](C)N.CCO.CCO.O.O.O
LUMO level in eV: 0.14
Energy above the lowest of the compared OMol25 structures with the same formula, charge and spin in kcal/mol: 30.2
Highest occupied orbital energy in eV: -9.6561
Largest force on an atom in Eh/bohr: 0.0713
Total charge: 0

=====

Entry 4:
Entry from OMol25: a 7-piece molecular cluster, C8H30N12O7 overall in a non-equilibrium geometry (ωB97M-V with the def2-TZVPD basis set).

Element x y z (Å)
N1 14.265555 9.623845 8.965910
C1 13.098185 9.920975 8.583070
N2 12.324215 8.866505 8.567690
O1 12.713935 10.986095 8.225550
H1 14.936715 10.302875 9.295390
H2 14.393575 8.632745 9.112280
H3 12.766405 8.006165 8.858180
H4 11.465355 8.812045 8.039030
N3 6.547255 12.216315 11.588270
C2 6.218105 12.633245 12.760130
N4 5.436715 11.817145 13.333770
O2 6.651985 13.638795 13.301620
H5 6.280865 11.294285 11.273640
H6 7.281885 12.700205 11.092020
H7 4.978905 11.049495 12.863420
H8 5.127315 12.055355 14.265230
N5 11.050735 10.120085 6.021670
C3 10.008045 10.865345 5.907860
N6 9.904015 11.801995 6.810090
O3 9.177915 10.564805 5.117790
H9 11.880465 10.499925 6.454520
H10 10.958965 9.207215 5.599350
H11 9.101145 12.412935 6.857440
H12 10.588715 11.873335 7.549140
N7 6.964345 5.177185 12.393870
C4 6.386835 6.024205 11.626620
N8 7.255105 6.764305 11.022660
O4 5.183825 6.152225 11.382840
H13 6.402215 4.546265 12.947100
H14 7.966255 5.123015 12.278420
H15 6.887425 7.510625 10.450020
H16 8.229125 6.840095 11.278890
N9 9.234695 10.523755 14.646860
C5 10.026095 11.548725 14.577580
N10 9.490005 12.709295 14.394440
O5 11.211665 11.381525 14.703800
H17 8.234805 10.653985 14.588980
H18 9.697525 9.652175 14.861880
H19 8.532855 12.771475 14.078060
H20 10.179915 13.412175 14.170670
N11 8.813915 6.900935 6.247780
C6 9.960175 7.076775 6.749950
N12 10.983905 6.906215 5.936740
O6 10.117385 7.224675 7.925170
H21 8.617295 6.737455 5.270680
H22 8.046485 6.857975 6.903000
H23 10.778995 7.016955 4.953960
H24 11.883995 6.845615 6.390910
C7 9.288595 10.179005 11.155030
C8 8.870765 10.192335 9.700900
O7 7.943295 9.165845 9.499450
H25 8.386145 10.202065 11.765890
H26 9.945495 11.039645 11.281120
H27 9.814295 9.228855 11.249670
H28 9.662845 9.905825 9.009070
H29 8.507955 11.204955 9.524640
H30 8.478605 8.491595 9.074680

Atomic forces in eV per Å
N 6.1 -1.3 2.1
C -2.8 0.1 -1.0
N -2.0 -3.2 0.0
O -1.1 4.3 -1.0
H -0.2 -0.2 -0.2
H 1.0 0.6 0.4
H -0.9 -0.1 -0.2
H 0.1 0.0 0.3
N 1.9 -0.7 -4.9
C 2.0 2.9 0.7
N -4.4 -3.6 4.1
O 0.6 0.9 0.3
H 0.2 0.3 -0.2
H -0.3 -0.1 0.0
H 0.1 0.2 0.2
H -0.1 -0.1 -0.2
N 4.2 -2.6 0.4
C -1.3 0.0 0.3
N -0.3 3.3 2.4
O -3.7 -0.4 -2.9
H 0.1 -0.6 0.1
H 0.7 0.5 -0.1
H 0.2 -0.3 -0.3
H 0.0 0.0 -0.1
N 1.3 -3.5 3.3
C -4.0 1.1 -1.7
N 2.7 3.6 -2.9
O -0.1 -0.4 0.7
H 0.5 0.0 -0.2
H -0.4 -0.7 0.7
H 0.3 0.0 0.1
H -0.3 0.0 0.0
N -2.8 -2.9 0.1
C 2.1 -0.7 0.3
N -1.4 3.4 -0.7
O 2.9 0.0 0.2
H 0.2 -0.6 0.2
H -0.6 0.1 -0.1
H 0.1 0.7 -0.1
H -0.6 0.2 0.0
N -5.8 -0.5 -2.2
C 2.1 -0.9 0.5
N 1.7 0.2 -1.7
O 0.5 1.0 4.1
H 0.1 0.1 0.3
H 0.0 0.2 -0.3
H 1.0 -0.3 0.0
H 0.0 0.2 -0.8
C 0.5 -0.3 -1.1
C 0.6 0.2 0.6
O -1.2 -0.4 -0.4
H 0.3 0.1 0.2
H 0.1 -0.1 0.7
H 0.2 0.1 0.8
H 0.6 1.1 0.2
H -0.5 -0.2 -0.8
H -0.3 -0.5 -0.3

Structure (SMILES): NC(N)=O.NC(N)=O.NC(N)=O.NC(N)=O.NC(N)=O.NC(N)=O.CCO
LUMO level in eV: 0.09
Energy above the lowest of the compared OMol25 structures with the same formula, charge and spin in kcal/mol: 55.5
Highest occupied orbital energy in eV: -9.3558
Largest force on an atom in Eh/bohr: 0.1360
Total charge: 0

=====

For reference, orbital gap by record: 7.7375, 8.6027, 9.7918, 9.4492 eV.